Entry from the Open Molecules 2025 dataset: a structure of composition C39H41BrNOPRh at a distorted geometry (ωB97M-V with the def2-TZVPD basis set).

Values from the calculation:
- ΔE to the lowest compared entry with this formula, charge and spin: 4.42 kcal per mole
- Total charge: +1

Geometry as XYZ:
```
85
Properties=species:S:1:pos:R:3:forces:R:3
H 0.96482 -5.28006 -2.33294 0.00 0.00 0.01
H 0.37576 0.44558 -6.27296 0.02 0.00 0.01
C 1.27440 0.31467 2.63434 0.04 -0.01 0.01
H 1.08509 -5.40907 -0.57444 -0.01 -0.02 0.01
C -3.78724 0.02245 2.45636 -0.01 0.00 0.03
C -0.05787 -0.94825 4.28449 0.01 0.01 0.00
H 2.06632 0.30799 3.38819 0.00 0.00 0.00
H 6.57975 -1.80640 -2.80279 -0.01 -0.01 0.01
C 0.07549 2.08706 -1.68814 -0.12 -0.07 -0.19
H 3.64326 -0.13361 0.80845 0.01 -0.01 0.00
H 0.07447 -6.54191 -1.47710 0.00 0.00 -0.02
P 2.29898 0.34265 -1.68528 -0.52 0.17 -1.02
C -5.96058 1.20186 2.77731 -0.01 0.02 0.03
Br -2.51565 -0.17244 -1.47136 0.02 -0.03 -0.29
H 2.08716 -2.37579 -2.58947 0.01 -0.01 0.00
Rh 0.05381 0.08746 -1.45605 0.94 -0.19 0.44
C -1.06364 2.83269 -1.55072 0.07 0.23 -0.08
H 0.35446 -2.01180 -6.48264 0.01 0.00 0.01
H -6.81368 -1.36540 3.39135 0.00 0.01 -0.03
H 0.10930 5.96977 -2.19679 0.00 -0.01 -0.01
H 4.38281 -0.84459 -3.36689 -0.01 -0.02 -0.01
H -2.00284 2.37487 -1.28404 -0.04 0.02 -0.05
C 4.69752 -0.90556 -2.33343 0.05 0.08 0.03
C 1.26467 0.42795 -4.32194 -0.09 0.09 0.03
C 1.75419 -0.35562 -3.27354 -0.05 -0.32 -0.15
H 5.85037 -1.09939 1.35815 -0.01 -0.01 0.00
H -6.91992 1.20034 3.29935 0.00 -0.01 -0.02
H -5.43881 2.12751 3.02815 -0.01 0.00 -0.01
C -0.07156 0.28856 3.37084 -0.05 0.07 -0.04
C 2.56637 4.81479 -2.33947 -0.06 0.00 -0.03
C 1.31742 4.17837 -2.12761 0.07 0.02 -0.04
C 2.52845 2.08113 -1.95505 0.11 0.05 0.23
C -1.30909 0.20943 1.06499 0.31 0.09 -0.19
C -1.32169 0.21288 2.47097 0.00 0.01 0.21
C -0.14820 1.56045 4.23070 0.01 -0.01 -0.03
H 1.38801 1.20920 2.02251 0.00 -0.02 0.02
C 5.93404 -1.44435 -2.01377 0.00 0.00 -0.02
C -5.12726 -0.01813 3.19289 0.05 0.01 0.00
H 0.72416 1.62063 4.88547 -0.01 0.00 -0.01
H 2.57783 5.88694 -2.49625 0.00 0.00 0.04
C -1.05039 4.23783 -1.74803 -0.05 -0.09 0.07
C 0.74054 -1.54931 -5.58355 0.00 -0.05 0.01
C 0.10208 4.89707 -2.04803 0.03 0.06 -0.01
H -6.13507 -1.33779 1.76489 0.01 0.00 0.01
H 0.01237 -1.86344 3.69195 -0.01 0.01 0.01
H 7.30745 -1.94852 -0.44856 0.00 0.02 0.00
C 3.74067 4.11353 -2.33105 0.04 -0.09 0.01
H 0.80717 -0.90627 4.94996 -0.01 0.00 -0.01
C 3.87759 -0.42678 -1.31265 -0.26 -0.23 0.53
C 4.28916 -0.50141 0.01891 -0.01 0.03 -0.02
C -0.39421 -3.19435 -1.06115 0.05 -0.14 0.18
H -4.65985 -0.19183 0.49148 0.01 -0.01 0.00
N -0.03560 -2.11994 -0.88795 -0.12 0.03 -0.48
C 1.29698 2.77732 -1.94103 -0.08 0.09 0.09
C 6.34407 -1.51800 -0.68877 0.01 -0.01 -0.01
H 1.22446 -3.42379 -4.64708 -0.01 0.01 0.01
H -0.16205 2.45050 3.59838 -0.01 -0.01 0.01
C -4.94364 0.01522 4.71099 -0.01 0.00 -0.01
H -4.36284 -0.83838 5.06758 -0.01 0.01 0.00
C 1.71019 -1.75934 -3.39603 0.04 0.06 -0.12
H -5.92146 -0.02525 5.19311 0.01 0.00 0.00
C 0.41114 -5.50913 -1.42322 -0.01 0.04 -0.01
H -1.41809 -4.87825 -0.42250 -0.02 0.02 0.01
H -1.97851 4.78678 -1.65240 0.00 -0.01 0.01
H 1.30744 1.50750 -4.24869 -0.04 -0.01 0.00
H -1.43346 -4.60847 -2.16006 -0.03 0.00 0.00
H 1.40305 -0.55902 1.99292 -0.01 0.01 0.03
C -5.88184 -1.30267 2.82579 0.02 -0.03 0.02
H -2.56244 0.17515 4.18484 0.00 0.01 0.00
H 4.68373 4.62484 -2.46889 -0.01 0.00 -0.02
C 1.22417 -2.34578 -4.54595 0.00 0.01 -0.03
H -6.16051 1.20545 1.70427 0.00 0.00 0.01
C -3.75476 -0.06541 1.07180 0.07 -0.03 -0.01
H 4.65967 2.16562 -2.09904 -0.01 0.00 0.03
O -0.16566 0.43908 0.40686 -0.34 0.04 0.83
H -0.95141 -1.01464 4.90475 0.01 -0.01 0.00
H -4.45275 0.93383 5.03904 0.00 -0.02 0.00
C -2.56131 0.14127 3.10535 0.00 -0.05 -0.02
C -0.80125 -4.58367 -1.27192 0.09 0.05 0.07
C 0.75366 -0.17181 -5.46930 0.02 0.06 0.04
C 3.72879 2.71951 -2.12113 0.03 0.08 -0.07
H -1.03858 1.57753 4.85955 0.00 0.00 0.00
C -2.53458 0.01092 0.43344 -0.10 0.01 -0.04
C 5.52629 -1.04479 0.32764 -0.02 0.02 0.00
H -5.28135 -2.18374 3.06160 -0.01 0.00 0.00
```
Forces are in eV/Å.